## a
The following is a DFT calculation (ωB97M-V with the def2-TZVPD basis set) of 2 unconnected molecules or ions with the total composition C2H10NS.

Last column: Löwdin charge in e.
CARTESIAN COORDINATES (ANGSTROEM)
S: 1.037 0.746 0.021  1.093
N: -0.283 -2.656 0.880  0.017
C: -0.721 0.497 0.426  -0.289
C: 0.871 2.141 -1.099  -0.298
H: -1.587 0.675 -0.216  0.085
H: -0.912 1.033 1.378  0.077
H: 1.796 2.619 -1.455  0.069
H: -0.691 -0.594 0.580  -0.010
H: -0.151 -3.013 1.813  0.037
H: 0.260 -3.107 0.157  0.030
H: -1.244 -2.865 0.607  0.042
H: 0.227 1.989 -1.983  0.078
H: 0.281 2.904 -0.487  0.095
H: 1.118 -0.369 -0.623  -0.026

Calculated values
* charge: +1
* HOMO energy: -14.153 eV

## b
The following is a DFT calculation (ωB97M-V with the def2-TZVPD basis set) of 2 unconnected molecules or ions with the total composition C2H10NS.

Last column: Löwdin charge in e.
CARTESIAN COORDINATES (ANGSTROEM)
S: -0.312 -0.440 0.083  0.704
N: 0.224 0.784 3.052  0.297
C: -0.528 -0.239 -1.734  -0.559
C: 0.802 0.077 -2.375  -0.175
H: -0.445 1.536 2.872  0.155
H: 1.205 1.023 -2.017  0.073
H: 1.523 -0.712 -2.180  0.073
H: -1.240 0.565 -1.866  0.069
H: -0.929 -1.171 -2.108  0.073
H: -1.590 -0.737 0.364  -0.121
H: 1.164 1.173 3.140  0.159
H: -0.018 0.284 3.911  0.160
H: 0.198 0.148 2.235  0.004
H: 0.662 0.151 -3.454  0.086

Calculated values
* charge: +1
* HOMO energy: -13.117 eV

It turns out b is the most stable, with the second structure 26.9 kcal/mol higher.

## a
The following is a DFT calculation (ωB97M-V with the def2-TZVPD basis set) of 2 unconnected molecules or ions with the total composition C2H10NS.

Last column: Löwdin charge in e.
CARTESIAN COORDINATES (ANGSTROEM)
S: 0.220 -0.875 1.311  0.773
N: 0.604 -1.573 -1.628  0.250
C: -0.679 1.468 0.080  -0.170
C: -0.415 0.841 1.460  -0.531
H: -1.075 0.791 -0.688  0.055
H: -0.096 -2.076 -2.172  0.150
H: 0.223 -1.240 -0.668  -0.019
H: -1.381 0.707 1.946  0.066
H: 0.261 1.839 -0.337  0.075
H: 1.475 -2.075 -1.556  0.141
H: -1.376 2.284 0.250  0.083
H: 0.722 -0.711 -2.165  0.144
H: 1.243 -0.872 2.174  -0.102
H: 0.275 1.492 1.993  0.085

Calculated values
* charge: +1
* HOMO energy: -13.609 eV

## b
The following is a DFT calculation (ωB97M-V with the def2-TZVPD basis set) of 2 unconnected molecules or ions with the total composition C2H10NS.

Last column: Löwdin charge in e.
CARTESIAN COORDINATES (ANGSTROEM)
S: -0.181 0.750 -0.365  0.773
N: -0.920 -2.154 -0.759  0.218
C: 1.221 1.808 -0.784  -0.372
C: -0.138 0.661 1.471  -0.398
H: -1.442 -2.172 0.121  0.133
H: 0.799 0.512 1.983  0.040
H: 1.443 2.376 0.153  0.065
H: -1.523 -2.866 -1.305  0.184
H: -0.901 -1.219 -1.242  0.043
H: 0.873 2.600 -1.396  0.022
H: -0.549 -0.296 1.781  0.002
H: -0.728 1.418 2.094  0.079
H: -0.024 -2.714 -0.592  0.185
H: 2.070 1.297 -1.160  0.028

Calculated values
* charge: +1
* HOMO energy: -12.815 eV

It turns out a is the most stable, with the second structure 15.4 kcal/mol higher.

## a
The following is a DFT calculation (ωB97M-V with the def2-TZVPD basis set) of a single C5H8N2 molecule.

Last column: Löwdin charge in e.
CARTESIAN COORDINATES (ANGSTROEM)
N: 1.685 0.524 -2.037  0.070
N: -0.761 -0.236 0.517  -0.186
C: 0.906 1.217 0.225  -0.049
C: -0.045 0.770 1.100  -0.120
C: -1.450 -1.231 1.314  -0.044
C: -0.254 -0.447 -0.760  -0.059
C: 0.789 0.429 -0.958  -0.350
H: -0.267 1.074 2.115  0.114
H: -0.704 -1.175 -1.425  0.114
H: 1.944 1.479 -2.243  0.078
H: 1.627 2.004 0.400  0.097
H: -2.466 -1.432 0.962  0.084
H: -1.506 -0.859 2.340  0.083
H: -0.884 -2.169 1.328  0.090
H: 1.387 0.052 -2.879  0.078

Calculated values
* HOMO energy: -7.486 eV

## b
The following is a DFT calculation (ωB97M-V with the def2-TZVPD basis set) of a molecular structure, C5H8N2.

Last column: Löwdin charge in e.
CARTESIAN COORDINATES (ANGSTROEM)
N: 0.442 -0.104 0.588  -0.160
N: 0.696 3.191 -0.878  0.140
C: 1.442 -1.060 0.793  -0.075
C: 0.593 2.048 -0.720  -0.156
C: 0.541 0.596 -0.625  -0.271
C: -0.660 -0.280 -0.333  -0.274
C: -2.020 0.116 0.213  -0.044
H: 1.475 -0.172 -1.205  0.154
H: 2.304 -0.648 1.333  0.079
H: 1.925 -1.137 -0.564  0.142
H: -1.939 0.989 0.868  0.082
H: -2.725 0.341 -0.591  0.075
H: -0.659 -1.170 -0.969  0.138
H: -2.440 -0.715 0.802  0.081
H: 1.039 -1.969 1.281  0.088

Calculated values
* HOMO energy: -9.898 eV

## c
The following is a DFT calculation (ωB97M-V with the def2-TZVPD basis set) of a single C5H8N2 molecule.

Last column: Löwdin charge in e.
CARTESIAN COORDINATES (ANGSTROEM)
N: -1.944 0.951 1.243  0.018
N: -0.287 -1.852 -0.181  0.062
C: 1.682 1.040 -0.708  0.008
C: -0.725 -1.074 0.675  -0.144
C: -1.013 -0.088 1.494  -0.217
C: 0.700 0.244 -1.110  -0.201
C: 0.748 -1.261 -1.061  -0.223
H: -0.249 0.677 -1.433  0.104
H: -2.530 0.753 0.440  0.078
H: -2.535 1.132 2.044  0.069
H: 1.719 -1.595 -0.673  0.114
H: -0.382 0.027 2.371  0.111
H: 0.617 -1.707 -2.052  0.107
H: 1.575 2.117 -0.701  0.055
H: 2.624 0.636 -0.347  0.059

Calculated values
* HOMO energy: -7.922 eV

It turns out a is the most stable, with the second structure 48.2 kcal/mol higher.

## a
The following is a DFT calculation (ωB97M-V with the def2-TZVPD basis set) of 2 unconnected molecules or ions with the total composition C5H8N2.

Last column: Löwdin charge in e.
CARTESIAN COORDINATES (ANGSTROEM)
N: 1.570 -1.568 -0.194  0.015
N: -2.191 -2.839 0.567  0.155
C: -1.245 0.611 0.281  -0.112
C: 1.175 -2.374 -1.068  -0.144
C: -1.801 -1.768 0.642  -0.237
C: -0.541 1.879 0.685  -0.074
C: -1.053 -0.592 0.804  -0.172
H: 0.157 1.797 1.398  0.035
H: -2.194 0.687 -0.425  0.152
H: 2.029 -0.716 -0.477  0.042
H: -0.149 2.350 -0.112  0.033
H: 1.202 -2.030 -2.080  0.047
H: -0.329 -0.596 1.496  0.064
H: -1.160 2.686 1.132  0.102
H: 0.812 -3.446 -0.873  0.094

Calculated values
* HOMO energy: -9.760 eV

## b
The following is a DFT calculation (ωB97M-V with the def2-TZVPD basis set) of a single C5H8N2 molecule.

Last column: Löwdin charge in e.
CARTESIAN COORDINATES (ANGSTROEM)
N: -0.411 0.097 -0.518  -0.126
N: -1.783 -1.630 -0.246  0.050
C: 1.800 0.323 0.529  -0.067
C: -1.322 0.462 0.448  -0.095
C: -0.745 -1.168 -0.892  -0.194
C: -2.151 -0.612 0.603  -0.159
C: 0.902 0.704 -0.664  -0.187
H: 0.766 1.786 -0.740  0.115
H: 1.329 0.370 -1.616  0.116
H: -2.980 -0.727 1.289  0.093
H: -0.171 -1.704 -1.639  0.125
H: -1.285 1.431 0.924  0.115
H: 2.203 1.198 1.040  0.068
H: 1.215 -0.216 1.271  0.075
H: 2.633 -0.313 0.212  0.071

Calculated values
* HOMO energy: -8.807 eV

It turns out b is the most stable, with the second structure 62.4 kcal/mol higher.

## a
The following is a DFT calculation (ωB97M-V with the def2-TZVPD basis set) of a gas-phase ion, C4H9N2 (charge +1).

Last column: Löwdin charge in e.
CARTESIAN COORDINATES (ANGSTROEM)
N: 0.187 -0.094 0.016  -0.250
N: -1.047 -0.756 -0.101  0.048
C: 1.305 -0.761 -0.703  -0.018
C: 0.014 1.393 -0.074  0.032
C: 1.222 -0.837 0.734  -0.030
C: -2.144 -0.254 0.070  0.024
H: -2.339 0.859 0.101  0.107
H: 2.055 -0.092 -1.226  0.160
H: 1.037 -1.786 -1.141  0.170
H: -0.836 1.641 -0.827  0.133
H: -3.022 -0.922 0.113  0.117
H: 1.069 1.819 -0.339  0.148
H: -0.337 1.797 0.814  0.071
H: 0.985 -1.787 1.168  0.136
H: 1.852 -0.219 1.395  0.152

Calculated values
* charge: +1
* HOMO energy: -15.186 eV

## b
The following is a DFT calculation (ωB97M-V with the def2-TZVPD basis set) of 2 unconnected molecules or ions with the total composition C4H9N2.

Last column: Löwdin charge in e.
CARTESIAN COORDINATES (ANGSTROEM)
N: 1.745 -1.035 0.842  0.147
N: -1.913 -0.431 -0.117  -0.054
C: 1.180 -0.614 -0.265  -0.159
C: 0.865 0.795 -0.438  -0.078
C: -1.755 0.845 0.191  -0.119
C: -1.894 -1.367 -0.851  0.212
H: -2.309 1.625 -0.331  0.107
H: 1.360 1.426 0.268  0.088
H: 0.929 -1.480 -1.059  0.171
H: 1.967 -0.260 1.418  0.108
H: -0.303 1.146 -0.252  0.066
H: -2.184 -2.302 -1.222  0.083
H: 1.960 -2.034 1.175  0.190
H: -1.598 0.990 1.328  0.133
H: 0.953 1.160 -1.460  0.105

Calculated values
* charge: +1
* HOMO energy (alpha / beta): -11.899 / -11.899 eV

It turns out a is the most stable, with the second structure 19.4 kcal/mol higher.

## a
The following is a DFT calculation (ωB97M-V with the def2-TZVPD basis set) of a molecular structure, C4H9N2.

Last column: Löwdin charge in e.
CARTESIAN COORDINATES (ANGSTROEM)
N: -0.233 -0.444 0.836  0.145
N: 0.869 0.686 -0.431  0.221
C: -1.564 1.363 0.120  -0.028
C: 0.730 -0.598 -0.097  -0.310
C: -0.239 0.982 0.614  -0.238
C: 1.387 -1.878 -0.374  0.046
H: -1.942 0.652 -0.524  0.076
H: 2.410 -1.719 -0.979  0.168
H: 1.326 -2.327 0.639  0.122
H: -2.290 1.560 0.851  0.094
H: 0.745 -2.372 -1.027  0.074
H: -0.010 1.575 1.607  0.208
H: -1.754 2.211 -0.443  0.081
H: -0.982 -1.077 0.920  0.158
H: 1.737 1.172 -0.700  0.182

Calculated values
* charge: +1
* HOMO energy: -15.824 eV

## b
The following is a DFT calculation (ωB97M-V with the def2-TZVPD basis set) of 2 unconnected molecules or ions with the total composition C4H9N2.

Last column: Löwdin charge in e.
CARTESIAN COORDINATES (ANGSTROEM)
N: 0.377 -0.089 0.298  0.080
N: -2.363 0.724 -0.275  0.074
C: 1.514 0.056 -0.388  -0.187
C: -2.373 -0.729 -0.153  -0.174
C: 2.774 0.060 0.259  -0.077
C: -1.642 -0.033 0.833  0.099
H: 0.714 0.200 1.280  0.109
H: -1.615 1.022 -0.863  0.138
H: -3.311 1.178 -0.063  0.220
H: 2.786 0.224 1.401  0.130
H: 3.408 0.961 0.050  0.116
H: -3.209 -1.278 0.139  0.114
H: 3.324 -0.778 -0.186  0.111
H: 1.529 -0.163 -1.387  0.095
H: -1.914 -1.356 -0.944  0.152

Calculated values
* charge: +1
* HOMO energy: -14.118 eV

It turns out a is the most stable, with the second structure 101.3 kcal/mol higher.

## a
The following is a DFT calculation (ωB97M-V with the def2-TZVPD basis set) of a gas-phase ion, C4H9N2 (charge +1).

Last column: Löwdin charge in e.
CARTESIAN COORDINATES (ANGSTROEM)
N: -1.732 0.332 -0.404  0.267
N: 0.987 0.937 1.812  0.197
C: -0.457 0.331 -0.463  -0.213
C: 0.440 0.206 0.943  -0.290
C: 0.336 0.493 -1.667  0.018
C: 0.604 -1.307 1.154  -0.035
H: -0.071 -1.915 0.750  0.024
H: 0.650 1.500 -1.586  0.102
H: -0.423 0.582 -2.533  0.135
H: 1.083 -0.396 -1.652  0.161
H: -2.164 0.308 0.507  0.162
H: 0.866 1.924 1.631  0.077
H: 1.416 -1.609 0.581  0.064
H: -2.279 0.335 -1.298  0.187
H: 0.744 -1.722 2.225  0.145

Calculated values
* charge: +1
* HOMO energy: -14.807 eV

## b
The following is a DFT calculation (ωB97M-V with the def2-TZVPD basis set) of a molecular structure, C4H9N2.

Last column: Löwdin charge in e.
CARTESIAN COORDINATES (ANGSTROEM)
N: -1.855 -0.378 -0.251  0.088
N: -0.218 0.385 0.653  -0.063
C: 1.236 0.365 0.355  -0.183
C: -0.862 -0.891 0.532  -0.060
C: -1.055 0.798 -0.458  -0.095
C: 1.545 -0.767 -0.519  0.087
H: -0.886 -1.616 1.368  0.153
H: -0.258 0.795 1.590  0.203
H: -0.544 0.860 -1.341  0.108
H: -2.394 -0.816 -0.994  0.167
H: 1.689 0.152 1.367  0.157
H: 2.395 -1.372 -0.355  0.067
H: 1.377 -0.508 -1.520  0.052
H: 1.597 1.267 -0.068  0.128
H: -1.765 1.727 -0.360  0.191

Calculated values
* charge: +1
* HOMO energy (alpha / beta): -13.394 / -12.365 eV

It turns out a is the most stable, with the second structure 72.2 kcal/mol higher.

## a
The following is a DFT calculation (ωB97M-V with the def2-TZVPD basis set) of a molecular structure, C4H9N2.

Last column: Löwdin charge in e.
CARTESIAN COORDINATES (ANGSTROEM)
N: -1.291 0.782 -0.489  0.101
N: 2.115 -0.130 -0.799  0.079
C: 1.427 0.463 0.289  -0.030
C: -1.203 -0.983 0.561  -0.067
C: -0.764 0.500 0.729  -0.152
C: -1.690 -0.451 -0.764  0.054
H: 2.346 0.458 -1.539  0.069
H: 2.661 -0.988 -0.557  0.134
H: 1.605 -0.120 1.190  0.094
H: 1.499 1.475 0.404  0.053
H: -1.314 1.684 -0.806  0.146
H: -1.964 -0.861 -1.694  0.123
H: -0.311 -1.597 0.725  0.122
H: -2.015 -1.360 1.162  0.125
H: -1.099 1.128 1.587  0.148

Calculated values
* charge: +1
* HOMO energy (alpha / beta): -12.649 / -12.649 eV

## b
The following is a DFT calculation (ωB97M-V with the def2-TZVPD basis set) of 2 unconnected molecules or ions with the total composition C4H9N2.

Last column: Löwdin charge in e.
CARTESIAN COORDINATES (ANGSTROEM)
N: -1.335 0.696 0.741  0.096
N: -0.479 -1.508 -0.402  0.132
C: 2.208 -0.135 -2.232  0.013
C: -0.313 0.134 1.634  -0.003
C: -0.192 -0.329 0.198  -0.233
C: 2.358 1.083 -2.143  0.026
H: -0.823 -0.596 2.290  0.148
H: 0.422 0.904 1.921  0.149
H: -1.338 1.697 0.634  0.153
H: 2.517 2.116 -2.240  0.017
H: -2.312 0.525 0.803  0.149
H: -0.749 -1.546 -1.446  0.174
H: 1.908 -1.126 -2.304  0.005
H: 0.469 0.348 -0.395  0.118
H: -1.078 -2.091 0.031  0.055

Calculated values
* charge: +1
* HOMO energy: -13.933 eV

It turns out b is the most stable, with the second structure 7.6 kcal/mol higher.